<1>
The following is a quantum chemistry calculation of a structure of composition C5H12N2O, from OMol25.

The geometry in ORCA input format:
```
! RIJCOSX wB97M-V def2-TZVPD def2/J DEFGRID3
* xyz 0 1
C 1.49 -0.49 -0.18
H 1.27 2.13 -1.13
H 2.30 -2.28 -0.10
N -0.98 -1.68 -0.23
H 1.26 0.43 1.92
N 1.53 -1.78 -0.53
C 0.38 1.77 -0.61
H -2.71 -0.23 1.05
H -1.49 1.01 1.37
C 0.28 0.25 -0.77
H 0.24 0.01 -1.84
C -0.91 -0.40 -0.10
H 2.40 0.10 -0.11
O 0.90 -0.37 1.53
C -1.96 0.41 0.59
H -0.48 2.27 -1.05
H -2.44 1.09 -0.11
H 0.19 -2.11 -0.38
H -1.72 -2.16 0.25
H 0.45 2.05 0.43
*
```

=====

<2>
The following is a quantum chemistry calculation of the molecule C5H12N2O, from OMol25.

Values from the calculation:
- SMILES string = C=C(C)N(C)CNO

The geometry in ORCA input format:
```
! RIJCOSX wB97M-V def2-TZVPD def2/J DEFGRID3
* xyz 0 1
H -1.70 0.01 0.91
N 0.69 -0.38 0.26
N -1.65 -1.15 0.67
C -0.28 -1.43 0.87
O -1.90 -1.18 -0.76
H 1.84 -1.85 -0.64
H -2.58 -1.85 -0.86
C 0.68 1.84 -0.81
H 2.31 -0.21 -1.06
H -0.64 0.92 2.24
H -0.95 2.37 1.23
H 0.38 1.43 -1.77
H 0.19 2.81 -0.69
H 1.76 2.01 -0.83
H 0.85 -0.93 -1.78
H -0.10 -1.44 1.94
C -0.64 1.34 1.24
C 1.45 -0.86 -0.87
C 0.30 0.93 0.33
H 0.00 -2.38 0.40
*
```

=====

<3>
The following is a quantum chemistry calculation of the molecule C5H12N2O, from OMol25.

Values from the calculation:
- SMILES string = CN[C@H](CN)CC=O

The geometry in ORCA input format:
```
! RIJCOSX wB97M-V def2-TZVPD def2/J DEFGRID3
* xyz 0 1
C 0.50 0.47 -0.03
H 0.68 2.58 -0.29
N 2.07 -1.33 -0.72
H 2.08 -2.25 -1.09
N 0.28 1.76 -0.75
C -0.71 0.16 0.83
H 0.46 -1.08 2.30
C 0.74 -0.64 -1.05
H -0.85 1.11 1.36
C -0.50 -0.94 1.78
O -1.43 -1.74 1.77
H -1.72 0.07 0.27
H -1.05 1.73 -2.39
H 0.00 -1.42 -1.00
C -1.08 1.96 -1.27
H 0.91 -0.08 -2.01
H -1.96 1.38 -0.93
H 1.52 0.60 0.55
H 2.76 -0.77 -1.21
H -1.55 2.93 -0.97
*
```

=====

<4>
The following is a quantum chemistry calculation of a cluster of 2 separate species, C5H12N2O in total, from OMol25.

Values from the calculation:
- SMILES string = C/N=C\N.CCC=O

The geometry in ORCA input format:
```
! RIJCOSX wB97M-V def2-TZVPD def2/J DEFGRID3
* xyz 0 1
N -0.13 1.78 0.25
C -0.24 -1.28 -0.92
C 1.28 1.80 -0.31
H -0.20 -0.21 -1.16
N 0.76 1.54 2.50
H 0.76 -1.65 -0.76
H -0.37 -1.87 -3.06
H -1.96 -1.79 -2.34
H 0.40 1.25 3.37
H 1.32 1.92 -1.42
C -0.90 -2.04 -2.09
H -2.11 -1.29 0.22
H 1.50 0.94 2.19
H 1.85 0.85 0.00
C -0.23 1.75 1.54
H -0.87 -3.15 -1.90
H -1.20 1.83 1.97
C -1.01 -1.45 0.32
O -0.51 -1.60 1.42
H 1.84 2.67 0.18
*
```

=====

Q: Which of them is the most stable? A: <4>.

=====

<1>
The following is a quantum chemistry calculation of a cluster of 2 separate species, C4H13NO2 in total, from OMol25.

Values from the calculation:
- SMILES string = C[C@H](N)CCO.O

The geometry in ORCA input format:
```
! RIJCOSX wB97M-V def2-TZVPD def2/J DEFGRID3
* xyz 0 1
H 0.34 -2.74 2.78
H 0.18 -1.55 0.01
H 0.14 1.61 -1.44
H -1.46 -0.90 -2.01
C 1.68 1.17 0.48
H -0.98 -1.90 2.66
O -0.40 -2.37 3.27
H 2.45 0.86 -0.22
H 1.64 2.26 0.36
C -1.48 0.07 -1.52
H -1.87 1.39 -2.95
C 0.35 0.50 0.20
H -2.00 -0.01 -0.57
O -2.32 1.01 -2.19
H -0.40 1.08 0.75
H 1.16 -0.98 1.29
N 0.31 -0.88 0.75
C -0.07 0.55 -1.26
H 0.65 -0.01 -1.84
H 2.08 0.85 1.45
*
```

=====

<2>
The following is a quantum chemistry calculation of a cluster of 2 separate species, C4H13NO2 in total, from OMol25.

Values from the calculation:
- SMILES string = CN[C@@H](C)CO.O

The geometry in ORCA input format:
```
! RIJCOSX wB97M-V def2-TZVPD def2/J DEFGRID3
* xyz 0 1
C -1.20 1.65 0.11
H -1.89 -0.98 0.23
H -1.89 -0.12 1.82
H -2.23 1.40 -0.25
O -0.34 -1.53 1.72
C 0.20 0.31 -2.08
N 0.55 -0.05 -0.74
C -1.23 -0.53 1.13
C -0.28 0.41 0.40
H -0.93 0.19 -2.18
H 0.40 0.80 1.17
H -0.67 2.30 -0.60
H 1.98 -2.60 0.53
H 0.73 -0.43 -2.66
H 3.42 -2.03 0.36
H -1.32 2.29 0.94
H 0.39 -0.97 2.12
O 2.46 -1.79 0.55
H 1.43 0.21 -0.35
H 0.38 1.46 -2.23
*
```

=====

Q: Which of them is the most stable? A: <1>.

=====

<1>
The following is a quantum chemistry calculation of the ion C2H7N2 with charge +1, from OMol25.

The geometry in ORCA input format:
```
! RIJCOSX wB97M-V def2-TZVPD def2/J DEFGRID3
* xyz 1 1
H 2.87 -0.54 0.04
C -1.69 0.26 0.29
H 0.45 -0.27 -1.43
H 2.05 0.94 0.60
H -2.27 0.90 0.99
N 1.99 0.16 -0.09
C 0.60 -0.31 -0.35
H 0.49 -1.40 -0.01
N -0.30 0.59 0.32
H -1.95 -0.85 0.35
H -2.23 0.53 -0.70
*
```

=====

<2>
The following is a quantum chemistry calculation of the ion C2H7N2 with charge +1, from OMol25.

Values from the calculation:
- SMILES string = C/[NH+]=C/N

The geometry in ORCA input format:
```
! RIJCOSX wB97M-V def2-TZVPD def2/J DEFGRID3
* xyz 1 1
H -1.28 -1.06 -2.35
H 0.13 -0.36 2.06
C 0.60 0.43 1.53
H 1.03 0.69 -0.65
N -0.66 -0.54 -1.76
H 1.66 0.34 1.65
H -0.06 0.02 -2.26
C -0.59 -0.36 -0.46
H 0.30 1.34 1.87
N 0.26 0.40 0.14
H -1.38 -0.89 0.23
*
```

=====

Q: Which of them is the most stable? A: <2>.

=====

<1>
The following is a quantum chemistry calculation of a cluster of 2 separate species, C2H7N2 in total, from OMol25.

The geometry in ORCA input format:
```
! RIJCOSX wB97M-V def2-TZVPD def2/J DEFGRID3
* xyz 1 1
C -1.71 -0.11 -0.02
H -2.16 0.37 0.85
H -2.21 0.22 -0.92
N -0.29 0.23 0.02
H 0.73 -1.60 -0.17
N 1.98 0.07 0.07
H 2.81 -0.42 -0.01
H 2.28 1.04 -0.10
H -1.99 -1.10 0.30
H -0.23 1.75 0.18
C 0.78 -0.45 -0.20
*
```

=====

<2>
The following is a quantum chemistry calculation of the ion C2H7N2 with charge +1, from OMol25.

Values from the calculation:
- SMILES string = C/[NH+]=C/N

The geometry in ORCA input format:
```
! RIJCOSX wB97M-V def2-TZVPD def2/J DEFGRID3
* xyz 1 1
H 0.41 -0.40 -2.30
H 1.62 -1.45 -1.28
N -1.01 0.49 1.68
H -0.23 -1.29 0.34
C -0.36 0.67 0.50
H -0.95 -0.34 2.27
N 0.06 -0.45 -0.13
H -0.23 1.72 0.08
H -1.88 1.06 1.73
C 0.96 -0.47 -1.31
H 1.62 0.46 -1.59
*
```

=====

<3>
The following is a quantum chemistry calculation of the ion C2H7N2 with charge +1, from OMol25.

Values from the calculation:
- SMILES string = C/[NH+]=C/N

The geometry in ORCA input format:
```
! RIJCOSX wB97M-V def2-TZVPD def2/J DEFGRID3
* xyz 1 1
C -0.26 0.75 -0.03
H 1.15 2.22 0.25
H 0.38 -2.55 0.21
N 0.48 -0.37 -0.01
H 1.49 -0.23 0.00
H -1.00 -1.81 0.62
H -0.49 2.86 0.25
C -0.21 -1.68 -0.12
N 0.18 2.04 0.03
H -0.35 -1.87 -1.23
H -1.36 0.65 0.03
*
```

=====

Q: Which of them is the most stable? A: <3>.

=====

<1>
The following is a quantum chemistry calculation of a cluster of 2 separate species, C2H7N2 in total, from OMol25.

The geometry in ORCA input format:
```
! RIJCOSX wB97M-V def2-TZVPD def2/J DEFGRID3
* xyz 1 1
H -1.55 -1.25 -0.15
H 0.89 -0.92 2.69
C 0.29 -0.19 0.16
C -0.82 0.80 0.19
N -0.93 -0.54 -0.42
H -1.42 0.89 1.06
H -1.12 1.45 -0.66
H -0.92 -0.53 -1.48
H 2.12 -0.65 -0.78
N 1.46 0.03 -0.45
H 1.98 0.89 -0.17
*
```

=====

<2>
The following is a quantum chemistry calculation of a cluster of 2 separate species, C2H7N2 in total, from OMol25.

The geometry in ORCA input format:
```
! RIJCOSX wB97M-V def2-TZVPD def2/J DEFGRID3
* xyz 1 1
H 1.96 -0.58 -0.78
H -0.02 -0.83 -2.32
H 1.63 0.87 2.20
N 0.59 0.75 2.18
H 0.48 0.25 1.27
H -2.08 -0.77 -0.26
C -0.10 -0.60 -1.31
H -2.06 0.08 -1.76
H 0.27 1.71 2.19
N -1.51 -0.33 -1.02
C 0.83 -0.55 -0.39
*
```

=====

Q: Which of them is the most stable? A: <1>.